# 1
Entry from the Open Molecules 2025 dataset: 2 unconnected molecules or ions with the total composition C15H25N6O4P in a non-equilibrium geometry (the ωB97M-V functional and the def2-TZVPD basis).

HOMO-LUMO gap = 3.407 eV
Molar mass = 384.38 g mol⁻¹
Calculated total energy = -42370.284 eV
HOMO level = -6.50 eV

Last column: natural (NBO) charge in e.
Element x y z (Å)
O -2.535 -3.729 0.384  -0.539
N -2.887 -4.009 1.566  0.491
C -3.532 -3.003 2.290  -0.122
C -3.761 -1.717 1.562  -0.465
C -3.600 -0.588 2.507  0.026
N -3.582 0.748 2.238  0.376
O -3.480 1.416 1.219  -0.474
O -3.829 1.378 3.549  -0.211
N -4.058 0.421 4.529  -0.134
C -3.887 -0.806 3.866  0.286
N -4.086 -2.010 4.418  -0.554
C -3.819 -3.099 3.655  0.125
O -2.671 -5.120 2.092  -0.474
H -3.161 -1.594 0.654  0.263
H -3.777 -4.074 4.166  0.217
C -6.432 1.169 -3.416  -0.624
C -6.713 0.206 -2.260  0.111
C -5.826 0.694 -1.105  -0.619
C -8.143 0.278 -1.744  -0.626
N -6.429 -1.147 -2.708  -0.700
C -5.159 -1.391 -3.412  -0.250
C -4.938 -2.890 -3.424  -0.242
N -6.072 -3.493 -2.706  -0.692
C -5.984 -4.891 -2.313  0.111
C -5.405 -5.682 -3.482  -0.625
C -7.357 -5.365 -1.854  -0.627
C -5.046 -5.175 -1.126  -0.625
P -7.382 -2.489 -2.898  1.395
H -4.794 -1.780 1.321  0.201
H -6.945 0.867 -4.339  0.208
H -6.806 2.164 -3.144  0.233
H -5.346 1.264 -3.589  0.221
H -5.984 0.146 -0.169  0.230
H -4.757 0.689 -1.335  0.230
H -6.090 1.742 -0.899  0.239
H -8.236 -0.280 -0.808  0.228
H -8.396 1.327 -1.541  0.242
H -8.875 -0.124 -2.452  0.207
H -5.247 -1.027 -4.443  0.210
H -4.318 -0.847 -2.935  0.244
H -4.924 -3.249 -4.461  0.209
H -3.977 -3.173 -2.946  0.250
H -4.330 -5.462 -3.601  0.225
H -5.491 -6.750 -3.260  0.233
H -5.949 -5.493 -4.414  0.206
H -7.622 -4.891 -0.902  0.228
H -8.150 -5.144 -2.579  0.204
H -7.320 -6.452 -1.693  0.243
H -5.410 -4.768 -0.175  0.228
H -5.002 -6.268 -1.004  0.231
H -4.018 -4.835 -1.265  0.251


# 2
Entry from the Open Molecules 2025 dataset: a molecular structure, C15H25NPdS7Sb in a non-equilibrium geometry (the ωB97M-V functional and the def2-TZVPD basis).

Energy above the lowest of the compared OMol25 structures with the same formula, charge and spin = 2.0695 eV
Charge = +1
HOMO-LUMO gap = 5.733 eV
Molar mass = 672.02 g mol⁻¹
Calculated total energy = -103309.371 eV
HOMO level = -10.92 eV

Last column: natural (NBO) charge in e.
Element x y z (Å)
Pd 0.343 -0.569 0.964  0.343
S -2.303 1.552 3.630  -0.720
Sb -0.507 0.194 3.428  1.281
S -1.880 -1.258 0.779  -0.044
S 1.312 1.208 2.272  -0.669
S 0.309 -1.154 4.962  -0.615
C 4.291 -0.583 0.814  -0.569
C 3.746 0.129 -0.422  -0.535
S 1.979 -0.002 -0.834  0.305
C 1.726 -1.488 -1.819  -0.554
C 1.848 -2.786 -1.048  -0.575
S 0.925 -2.759 0.530  0.479
C 2.185 -2.696 1.857  -0.561
C 3.565 -3.269 1.599  -0.549
S 4.715 -2.322 0.547  0.217
H 3.619 -0.474 1.661  0.249
H 5.214 -0.074 1.098  0.253
H 4.276 -0.176 -1.325  0.244
H 3.894 1.204 -0.314  0.253
H 2.364 -1.472 -2.703  0.254
H 0.695 -1.344 -2.153  0.249
H 2.884 -3.014 -0.808  0.267
H 1.432 -3.616 -1.620  0.251
H 1.699 -3.259 2.657  0.273
H 2.242 -1.667 2.214  0.249
H 3.516 -4.260 1.145  0.242
H 4.029 -3.390 2.579  0.254
C -3.126 4.036 0.268  -0.410
N -2.460 2.764 0.640  -0.407
C -1.081 2.700 0.089  -0.425
C -3.295 1.524 0.343  -0.276
C -2.904 0.762 -0.886  -0.089
C -3.246 1.240 -2.147  -0.144
C -2.932 0.534 -3.295  -0.197
C -2.294 -0.695 -3.192  -0.195
C -1.968 -1.194 -1.943  -0.212
C -2.243 -0.476 -0.777  -0.191
H -2.540 4.864 0.658  0.233
H -4.123 4.057 0.697  0.232
H -3.182 4.104 -0.816  0.219
H -2.359 2.713 1.676  0.487
H -1.125 2.754 -0.997  0.224
H -0.643 1.755 0.398  0.233
H -0.497 3.522 0.495  0.237
H -4.334 1.844 0.307  0.233
H -3.164 0.887 1.217  0.283
H -3.794 2.171 -2.231  0.208
H -3.210 0.925 -4.264  0.233
H -2.078 -1.272 -4.081  0.232
H -1.520 -2.176 -1.849  0.223


# 3
Entry from the Open Molecules 2025 dataset: a molecular structure, C15H26AlIO2P2S in a non-equilibrium geometry (the ωB97M-V functional and the def2-TZVPD basis).

Energy above the lowest of the compared OMol25 structures with the same formula, charge and spin = 0.0000 eV
Charge = +2
HOMO-LUMO gap = 5.695 eV
Molar mass = 486.27 g mol⁻¹
Calculated total energy = -64168.731 eV
HOMO level = -13.93 eV

Last column: natural (NBO) charge in e.
Element x y z (Å)
C 3.137 2.300 0.430  -0.675
C 1.992 1.548 1.075  -0.058
H 2.812 2.819 -0.484  0.216
H 3.895 1.575 0.125  0.252
H 3.606 3.010 1.117  0.238
O 1.379 0.728 0.085  -0.989
I 2.989 0.635 2.814  0.148
Al -0.024 -0.084 -1.221  1.345
P 0.672 2.666 1.807  1.540
C -0.782 2.698 0.735  -0.962
C 0.078 2.350 3.476  -0.985
H 0.012 3.312 4.007  0.282
H 0.568 5.012 2.180  0.274
H 0.761 1.694 4.030  0.298
H 2.256 4.415 2.316  0.280
H -1.497 1.925 1.058  0.288
H -0.920 1.892 3.449  0.279
C 1.323 4.342 1.745  -0.972
H -1.263 3.684 0.819  0.279
H 1.497 4.624 0.697  0.267
H -0.526 2.511 -0.318  0.212
P 1.230 -1.882 -1.933  0.867
C 0.634 -3.177 -3.045  -0.938
C 2.808 -1.301 -2.622  -0.936
H 2.064 -1.997 0.343  0.282
H 2.521 -3.447 -0.627  0.273
H 0.857 -3.260 0.030  0.268
C 1.719 -2.732 -0.396  -0.923
H 3.500 -1.040 -1.810  0.278
H 3.238 -2.092 -3.252  0.275
H 1.484 -3.669 -3.537  0.281
H -0.009 -2.729 -3.812  0.265
H 2.632 -0.407 -3.233  0.251
H 0.043 -3.915 -2.491  0.279
C -0.838 1.445 -2.469  0.530
O -1.341 2.222 -3.161  -0.261
S -0.909 -0.709 0.808  -0.222
C -2.396 -1.516 0.463  -0.246
C -3.607 -0.798 0.472  -0.225
C -4.794 -1.448 0.156  -0.186
C -4.790 -2.817 -0.149  -0.188
C -3.588 -3.534 -0.133  -0.180
C -2.391 -2.900 0.206  -0.232
H -3.567 0.264 0.706  0.211
H -5.724 -0.880 0.137  0.237
H -5.719 -3.309 -0.438  0.241
H -3.581 -4.591 -0.397  0.234
H -1.441 -3.437 0.242  0.208


# 4
Entry from the Open Molecules 2025 dataset: a molecular structure, C15H26AsBrNOV in a non-equilibrium geometry (the ωB97M-V functional and the def2-TZVPD basis).

Charge = +2
HOMO-LUMO gap = 4.227 eV
Molar mass = 442.15 g mol⁻¹
Calculated total energy = -176052.720 eV
HOMO level = -14.67 eV

Last column: natural (NBO) charge in e.
Element x y z (Å)
C -3.355 1.575 0.580  -0.609
C -2.798 0.290 -0.048  -0.266
C -3.732 -0.149 -1.220  -0.586
C -1.470 0.603 -0.752  -0.332
As 0.185 0.421 0.490  0.834
C 1.738 0.442 1.878  -0.319
C 1.740 1.673 2.761  -0.483
C 0.541 1.790 3.693  -0.461
Br 0.808 3.111 5.077  0.089
C 0.060 -1.604 0.743  -0.661
C -0.658 -2.334 -0.392  0.043
C -0.003 -3.605 -0.844  -0.103
O 0.003 -2.379 -1.627  -0.522
C 1.479 0.280 -1.118  -0.272
C 2.474 -0.697 -1.214  -0.301
C 3.226 -0.582 -2.480  -0.318
C 2.968 0.373 -3.446  0.083
N 2.019 1.270 -3.272  -0.323
C 1.336 1.170 -2.148  0.033
H -4.182 1.363 1.252  0.254
H -2.541 2.103 1.093  0.207
H -3.662 2.230 -0.239  0.225
H -2.707 -0.543 0.651  0.221
H -3.406 0.344 -2.145  0.218
H -3.656 -1.217 -1.423  0.225
H -4.752 0.177 -1.028  0.260
H -1.331 0.126 -1.725  0.267
H -1.528 1.675 -0.965  0.252
H 0.394 1.973 0.385  0.020
H -0.803 0.597 1.703  -0.019
H 1.686 -0.442 2.517  0.246
H 2.704 0.402 1.370  0.251
H 2.639 1.580 3.393  0.294
H 1.818 2.584 2.167  0.242
H -0.319 2.133 3.107  0.220
H 0.238 0.840 4.136  0.225
H -0.588 -1.821 1.600  0.260
H 1.006 -2.130 0.871  0.220
H -1.741 -2.331 -0.384  0.215
H 1.009 -3.828 -0.518  0.154
H -0.726 -4.330 -1.195  0.240
H 2.653 -1.465 -0.381  0.190
H 4.077 -1.297 -2.724  0.193
H 3.549 0.389 -4.363  0.242
H 0.537 1.907 -2.029  0.203
V 3.070 -2.671 -1.785  0.947


> Look up the HOMO-LUMO gap of the second one.

5.733 eV


> calculated total energy of number 2 (C15H25NPdS7Sb)?

-103309.371 eV


> Among the records above, which one has the highest calculated total energy?

C15H25N6O4P


> Look up the calculated total energy of the fourth one.

-176052.720 eV